one | The following is a quantum chemistry calculation of an isolated molecule of C7H12, from the Open Molecules 2025 dataset.

The LUMO energy comes out at 1.22 eV. For the HOMO-LUMO gap, the calculation gives 10.847 eV. As for the SMILES: CC[C@H]1C[C@H]2C[C@@H]12.

```
! wB97M-V def2-TZVPD RIJCOSX def2/J DEFGRID3
* xyz 0 1
C -1.838 -0.947 -1.474
C -1.231 0.229 -0.694
C -0.382 -0.233 0.473
C 1.025 -0.934 0.225
C 1.734 0.139 1.083
C 1.476 1.497 0.497
C 0.393 0.827 1.304
H -2.350 -0.627 -2.391
H -2.572 -1.530 -0.891
H -1.041 -1.633 -1.781
H -0.581 0.826 -1.337
H -2.058 0.871 -0.340
H -1.042 -0.862 1.071
H 1.328 -0.975 -0.829
H 1.127 -1.953 0.628
H 2.548 -0.026 1.801
H 1.962 2.339 0.993
H 1.361 1.651 -0.577
H 0.001 1.327 2.187
*
```

***

two | The following is a quantum chemistry calculation of a cluster of 2 separate species, C7H12 in total, from the Open Molecules 2025 dataset.

The LUMO energy comes out at 1.14 eV. For the HOMO-LUMO gap, the calculation gives 10.210 eV. As for the SMILES: CC1=CC1.C=CC.

```
! wB97M-V def2-TZVPD RIJCOSX def2/J DEFGRID3
* xyz 0 1
C 0.700 -0.189 1.762
C 1.493 0.404 0.663
C 1.906 1.405 -0.043
C 2.517 0.079 -0.387
H 1.372 -0.640 2.500
H 0.080 0.562 2.262
H 0.051 -0.983 1.375
H 1.909 2.464 -0.261
H 2.218 -0.445 -1.302
H 3.546 -0.144 -0.085
C -1.005 -1.292 -1.306
C -2.063 -0.738 -0.720
C -2.147 0.698 -0.287
H -0.999 -2.336 -1.607
H -0.104 -0.714 -1.510
H -2.947 -1.350 -0.536
H -2.900 1.239 -0.873
H -1.183 1.203 -0.411
H -2.445 0.776 0.765
*
```

***

Last place for stability: two

***

one | The following is a quantum chemistry calculation of a structure of composition C25H70N6O7, from the Open Molecules 2025 dataset.

The LUMO energy comes out at 0.34 eV. For the HOMO-LUMO gap, the calculation gives 5.768 eV.

```
! wB97M-V def2-TZVPD RIJCOSX def2/J DEFGRID3
* xyz 0 1
C 5.194 18.918 -1.749
O 5.628 19.219 -0.417
H 4.118 18.743 -1.756
H 5.427 19.688 -2.485
H 5.666 18.042 -2.194
H 6.313 19.891 -0.442
C 2.814 23.529 -0.817
C 2.118 22.561 -1.776
C 0.583 22.386 -1.376
O 0.414 21.999 -0.023
C -0.929 21.645 0.235
N 2.179 23.215 -3.169
H 3.890 23.551 -0.991
H 2.820 23.217 0.228
H 2.345 24.512 -0.849
H 2.632 21.613 -1.611
H 0.091 21.657 -2.019
H 0.120 23.343 -1.621
H -1.308 20.936 -0.502
H -1.705 22.405 0.144
H -1.092 21.486 1.301
H 3.070 23.625 -3.413
H 1.572 24.022 -3.137
C -1.552 16.902 -1.576
C -1.274 15.957 -2.772
C -1.328 16.641 -4.151
O -2.652 17.163 -4.532
C -2.843 17.590 -5.882
N 0.013 15.290 -2.565
H -2.454 17.465 -1.815
H -0.721 17.604 -1.500
H -1.710 16.377 -0.634
H -2.036 15.181 -2.851
H -0.979 15.858 -4.825
H -0.595 17.439 -4.271
H -3.770 18.143 -5.726
H -2.990 16.905 -6.717
H -2.118 18.330 -6.222
H -0.233 14.824 -1.704
H 0.711 15.952 -2.256
C -3.202 22.396 -1.218
C -3.814 21.017 -0.933
C -5.386 20.961 -0.910
O -5.612 19.614 -0.543
C -6.908 19.338 -0.063
N -3.292 20.304 -2.037
H -3.663 23.150 -0.580
H -3.333 22.641 -2.272
H -2.127 22.443 -1.041
H -3.390 20.553 -0.042
H -5.862 21.239 -1.850
H -5.835 21.606 -0.155
H -7.234 18.305 -0.181
H -7.647 19.838 -0.688
H -7.176 19.717 0.923
H -3.569 19.338 -2.141
H -3.777 20.697 -2.831
C 1.674 17.370 -1.638
C 2.025 18.789 -1.925
C 1.048 19.443 -2.857
O -0.195 19.256 -2.241
C -1.294 19.883 -2.887
N 2.043 19.591 -0.707
H 0.852 17.202 -0.942
H 2.634 17.011 -1.265
H 1.370 16.769 -2.495
H 3.063 18.838 -2.253
H 1.168 18.968 -3.830
H 1.313 20.500 -2.891
H -1.163 20.965 -2.909
H -2.267 19.728 -2.421
H -1.438 19.514 -3.903
H 1.090 19.912 -0.607
H 2.580 20.428 -0.886
C 4.200 20.985 0.636
C 3.293 20.164 1.515
C 1.979 20.911 1.787
O 2.193 22.017 2.692
C 1.113 22.930 2.668
N 3.126 18.988 0.799
H 4.278 21.982 1.070
H 3.952 21.116 -0.417
H 5.208 20.571 0.671
H 3.825 19.880 2.423
H 1.235 20.165 2.069
H 1.692 21.329 0.822
H 0.161 22.483 2.954
H 0.980 23.345 1.669
H 1.323 23.804 3.284
H 2.453 19.104 0.055
H 4.018 18.725 0.403
C -0.429 21.176 -5.600
C -1.813 21.536 -5.987
C -1.909 22.986 -6.402
O -3.184 23.242 -6.974
C -3.562 24.642 -7.099
N -2.266 20.625 -6.956
H 0.307 21.208 -6.403
H -0.252 20.202 -5.143
H -0.115 21.925 -4.872
H -2.412 21.457 -5.080
H -1.176 23.188 -7.183
H -1.631 23.577 -5.529
H -4.427 24.670 -7.762
H -2.807 25.262 -7.582
H -3.860 25.165 -6.190
H -2.990 21.187 -7.382
H -1.461 20.434 -7.535
*
```

***

two | The following is a quantum chemistry calculation of a cluster of 7 separate species, C25H70N6O7 in total, from the Open Molecules 2025 dataset.

The LUMO energy comes out at 0.42 eV. For the HOMO-LUMO gap, the calculation gives 8.959 eV. As for the SMILES: COC[C@H](C)N.COC[C@H](C)N.COC[C@H](C)N.COC[C@H](C)N.COC[C@H](C)N.COC[C@H](C)N.CO.

```
! wB97M-V def2-TZVPD RIJCOSX def2/J DEFGRID3
* xyz 0 1
C -2.600 -4.637 0.847
O -2.319 -3.349 0.668
C -3.169 -2.520 1.532
C -2.747 -1.069 1.340
C -1.474 -0.831 2.106
N -3.897 -0.356 1.968
H -2.449 -5.311 1.746
H -1.968 -5.356 0.110
H -3.673 -5.095 0.673
H -4.059 -2.884 1.117
H -3.157 -2.844 2.457
H -2.850 -0.976 0.333
H -0.779 -1.189 1.526
H -1.356 -1.005 3.175
H -1.340 0.279 2.099
H -4.819 -0.339 1.381
H -4.101 -0.875 2.882
C -1.396 -5.757 -3.236
O -0.572 -4.692 -2.752
C -1.179 -3.447 -2.706
C -0.121 -2.494 -2.041
C 1.078 -2.215 -3.002
N 0.223 -2.998 -0.774
H -0.873 -6.686 -3.244
H -1.694 -5.555 -4.156
H -2.334 -5.848 -2.544
H -1.511 -3.057 -3.605
H -2.132 -3.600 -2.231
H -0.688 -1.543 -1.674
H 0.920 -1.688 -3.817
H 1.500 -3.071 -3.335
H 1.847 -1.632 -2.472
H 0.367 -4.090 -0.776
H -0.515 -3.103 -0.077
C -2.922 0.898 -4.310
O -1.711 0.992 -3.669
C -1.667 1.919 -2.597
C -0.251 2.491 -2.304
C 0.009 3.881 -1.778
N 0.381 2.450 -3.607
H -3.468 1.841 -4.568
H -3.626 0.257 -3.820
H -2.645 0.511 -5.251
H -2.442 2.715 -2.704
H -1.866 1.465 -1.705
H 0.431 1.658 -1.876
H -0.329 4.672 -2.435
H 1.118 4.146 -1.692
H -0.426 3.942 -0.647
H -0.113 2.067 -4.239
H 1.224 1.871 -3.441
C 0.583 6.704 0.562
O -0.795 6.379 0.720
C -1.681 7.168 -0.142
C -3.104 6.582 0.003
C -3.265 5.135 -0.521
N -3.966 7.461 -0.793
H 1.234 5.900 1.047
H 0.814 7.537 1.347
H 0.837 7.092 -0.473
H -1.669 8.300 0.103
H -1.221 6.886 -1.102
H -3.271 6.570 1.016
H -4.212 4.717 -0.509
H -2.936 4.478 0.072
H -2.752 4.948 -1.419
H -4.019 8.429 -0.499
H -4.867 7.399 -0.615
C -0.380 -4.151 4.221
O 0.988 -4.227 4.276
C 1.533 -3.356 3.301
C 2.977 -3.305 3.436
C 3.370 -2.730 4.758
N 3.696 -2.684 2.334
H -0.652 -4.842 3.300
H -0.729 -3.227 4.288
H -0.999 -4.762 5.101
H 1.263 -3.907 2.337
H 1.055 -2.381 3.116
H 3.252 -4.467 3.353
H 2.969 -3.457 5.646
H 2.992 -1.802 4.679
H 4.498 -2.418 5.117
H 3.698 -3.368 1.586
H 4.664 -2.701 2.639
C 0.580 2.555 1.625
O 1.671 1.926 0.887
C 1.541 0.574 0.623
C 2.958 0.210 0.034
C 3.160 0.847 -1.304
N 3.069 -1.245 -0.072
H 0.617 1.883 2.346
H -0.191 2.470 0.820
H 0.943 3.582 1.721
H 1.647 0.171 1.668
H 0.617 0.234 0.022
H 3.637 0.558 0.772
H 4.062 0.744 -1.557
H 2.866 1.890 -1.136
H 2.567 0.510 -2.235
H 3.039 -1.979 0.805
H 2.136 -1.529 -0.346
C 6.526 -0.747 0.139
O 5.729 -1.461 -0.753
H 6.694 0.201 -0.323
H 7.428 -1.309 0.322
H 6.113 -0.475 1.110
H 4.825 -1.450 -0.329
*
```

***

Last place for stability: one

***

one | The following is a quantum chemistry calculation of a cluster of 2 separate species, C3H11N2S in total, from the Open Molecules 2025 dataset.

The LUMO energy comes out at -3.75 eV. For the HOMO-LUMO gap, the calculation gives 8.732 eV.

```
! wB97M-V def2-TZVPD RIJCOSX def2/J DEFGRID3
* xyz 1 1
C -2.835 -0.445 2.074
C -2.579 -0.604 0.551
S -1.119 0.233 -0.236
H -3.150 0.662 2.398
H -1.883 -0.435 2.643
H -3.531 -1.107 2.489
H -2.585 -1.665 0.246
H -3.486 -0.247 0.074
H -1.444 1.506 0.101
N 1.954 0.810 -1.867
C 2.727 0.329 -0.881
N 3.878 -0.233 -1.034
H 2.200 0.885 -2.807
H 0.960 0.936 -1.689
H 2.285 0.235 0.100
H 4.333 -0.588 -0.204
H 4.274 -0.273 -1.958
*
```

***

two | The following is a quantum chemistry calculation of a cluster of 2 separate species, C3H11N2S in total, from the Open Molecules 2025 dataset.

The LUMO energy comes out at -3.51 eV. For the HOMO-LUMO gap, the calculation gives 8.720 eV.

```
! wB97M-V def2-TZVPD RIJCOSX def2/J DEFGRID3
* xyz 1 1
C -1.489 -1.408 1.332
C -1.496 -1.908 0.087
N -0.442 -1.516 -0.853
N -2.427 -1.663 2.278
H -0.648 -0.791 1.637
H -2.274 -2.548 -0.299
H -0.792 -0.806 -1.500
H 0.387 -1.155 -0.386
H -0.170 -2.317 -1.434
H -3.331 -1.894 1.904
H -2.509 -1.073 3.086
C 1.042 1.269 -1.108
S 2.337 2.458 -0.721
H 1.509 0.340 -1.456
H 0.438 0.996 -0.244
H 0.431 1.668 -1.916
H 1.667 3.158 0.206
*
```

***

Last place for stability: two